Computed, not measured: a structure of composition C3H4BrClO, with ωB97M-V with the def2-TZVPD basis set.

Values from the calculation:
ΔE to the lowest compared entry with this formula, charge and spin in kJ/mol: 159.5
Total charge: 0

Each line ends with the natural charge from an NBO analysis.
Positions of all 10 atoms, in Å:
C -0.987 -0.182 -0.157  -0.09
C 0.490 -0.027 0.213  -0.25
C 1.488 0.649 -0.387  -0.20
O -1.892 -0.485 0.799  -0.70
Cl 1.315 1.834 -1.554  0.07
Br 3.288 0.362 0.008  0.10
H -1.585 0.654 -0.528  0.21
H -1.028 -0.979 -0.849  0.17
H 0.639 -0.482 1.260  0.23
H -1.727 -1.344 1.195  0.46